1.
The following is a quantum chemistry calculation of a structure of composition C6H12O, from OMol25.

Structure (ORCA input):
```
! wB97M-V def2-TZVPD RIJCOSX def2/J DEFGRID3
* xyz 0 1
C -1.5183 0.1853 -1.5191
C -1.4638 0.7025 -0.1113
C 0.9110 0.1108 0.3344
C 1.9532 0.2600 -0.7240
C 1.0312 0.0602 1.8211
C 0.3013 -0.9668 1.0122
O -1.2029 -0.7584 1.0343
H -2.1301 -0.7201 -1.5971
H -0.5261 -0.0321 -1.9165
H -1.9894 0.9456 -2.1586
H -2.4416 0.7956 0.3628
H -0.8495 1.5726 0.0612
H 1.7468 -0.3767 -1.5951
H 1.9745 1.2976 -1.0921
H 2.9774 0.0327 -0.3862
H 0.4392 0.7349 2.4500
H 1.9567 -0.2668 2.3151
H 0.4919 -2.0407 1.0469
H -1.6615 -1.5362 0.6620
*
```

Relative energy (zero: lowest compared OMol25 entry of this formula, charge and spin) (kcal per mole): 147.0
Total energy (a.u.): -310.82496
LUMO energy (Eh): 0.0289
Gap between HOMO and LUMO (Ha): 0.261
E_HOMO (eV): -6.31

Atom charges from the Löwdin analysis, given in e for atoms 1 to 2:
1. C -0.10
2. C -0.03

---

2.
The following is a quantum chemistry calculation of a cluster of 2 separate species, Cl3H3Si2 in total in a non-equilibrium geometry, from OMol25.

Structure (ORCA input):
```
! wB97M-V def2-TZVPD RIJCOSX def2/J DEFGRID3
* xyz 0 1
Si -1.0607 0.8365 -0.2931
Si 1.6819 -1.6717 1.0929
Cl -2.6617 1.9047 -0.6685
Cl 1.2400 -2.4671 -0.7482
Cl 0.5675 1.9768 -0.4017
H -1.3480 0.6362 1.2167
H -0.9693 -0.5228 -0.9243
H 2.5503 -0.6927 0.7262
*
```

Relative energy (zero: lowest compared OMol25 entry of this formula, charge and spin) (kcal per mole): 50.2
Total energy (a.u.): -1961.40175
LUMO energy (Eh): -0.0396
Gap between HOMO and LUMO (Ha): 0.289
E_HOMO (eV): -8.95

Atom charges from the Löwdin analysis, given in e for atoms 1 to 2:
1. Si -0.42
2. Si 0.25

---

3.
The following is a quantum chemistry calculation of the molecule C4H6OS in a non-equilibrium geometry, from OMol25.

Structure (ORCA input):
```
! wB97M-V def2-TZVPD RIJCOSX def2/J DEFGRID3
* xyz 0 1
C -1.4672 0.7217 0.0574
O -0.0317 1.4121 -0.0202
C 0.5452 0.2806 -0.4310
C 1.5732 -0.8715 -0.0170
C 0.1197 -0.6684 0.3261
S -1.4867 -1.0913 -0.1118
H -2.0595 1.0156 0.9814
H -1.9526 1.2025 -0.8275
H 0.3407 0.1898 -1.4380
H 2.3100 -0.3796 0.8733
H 1.8896 -1.5796 -0.8012
H 0.2192 -0.2321 1.4084
*
```

Relative energy (zero: lowest compared OMol25 entry of this formula, charge and spin) (kcal per mole): 155.9
Total energy (a.u.): -629.19875
LUMO energy (Eh): 0.0266
Gap between HOMO and LUMO (Ha): 0.343
E_HOMO (eV): -8.62
SMILES string: C1O[C@H]2C[C@@H]2S1

Atom charges from the Löwdin analysis, given in e for atoms 1 to 2:
1. C -0.35
2. O -0.06

---

4.
The following is a quantum chemistry calculation of a cluster of 2 separate species, C53H53F3N3 in total in a non-equilibrium geometry, from OMol25.

Structure (ORCA input):
```
! wB97M-V def2-TZVPD RIJCOSX def2/J DEFGRID3
* xyz 1 1
C -3.4420 -1.2544 -3.7684
C -3.4199 -2.2238 -2.5805
C -3.9741 -3.6068 -2.9352
C -4.1571 -1.6437 -1.3949
C -5.5104 -1.3709 -1.4727
C -6.1837 -0.8305 -0.3973
C -5.5059 -0.5629 0.7745
C -4.1568 -0.8425 0.8990
C -3.4054 -0.5623 2.1856
C -4.2544 -0.8833 3.4230
C -2.8702 0.8720 2.2061
C -3.4754 -1.3777 -0.2005
N -2.0740 -1.7083 -0.0837
N -1.6391 -2.9107 0.2806
N -0.3293 -2.8499 0.2326
C 0.4972 -3.9783 0.6039
C 0.8678 -4.9190 -0.3643
C 0.3739 -4.7781 -1.7840
C -0.5343 -5.9556 -2.1369
C 1.5289 -4.5901 -2.7791
C 1.7014 -5.9602 -0.0053
C 2.1705 -6.0743 1.2862
C 1.8031 -5.1434 2.2361
C 0.9526 -4.1007 1.9199
C 0.5208 -3.0845 2.9534
C 1.5301 -1.9388 3.0684
C 0.2244 -3.7484 4.3019
C 0.1537 -1.5667 -0.1686
C 1.5218 -1.1476 -0.2700
C 1.9079 0.2012 -0.1665
C 3.2329 0.5552 -0.2744
C 4.2123 -0.3985 -0.4921
C 5.6747 0.0080 -0.5946
F 6.4174 -1.0813 -0.8949
F 5.7950 0.9356 -1.5688
F 6.0536 0.5212 0.5966
C 3.8547 -1.7302 -0.5689
C 2.5411 -2.0970 -0.4433
C -1.0166 -0.8142 -0.4136
C -1.1462 0.4195 -0.9687
H -3.0222 -0.2838 -3.4976
H -2.8792 -1.6384 -4.6195
H -4.4625 -1.0788 -4.1071
H -2.3693 -2.3493 -2.2661
H -3.9221 -4.2820 -2.0790
H -5.0209 -3.5390 -3.2300
H -3.4317 -4.0662 -3.7615
H -6.0337 -1.5688 -2.3920
H -7.2379 -0.6171 -0.4702
H -6.0287 -0.1277 1.6067
H -2.5383 -1.2458 2.1906
H -4.6813 -1.8864 3.3587
H -3.6790 -0.8207 4.3479
H -5.0830 -0.1823 3.5158
H -2.1961 1.0563 1.3698
H -3.6854 1.5901 2.1241
H -2.3230 1.0894 3.1238
H -0.2369 -3.8591 -1.8082
H -1.3595 -6.0366 -1.4271
H -0.9517 -5.8561 -3.1374
H 0.0134 -6.8964 -2.0987
H 2.0944 -3.6788 -2.5800
H 2.2361 -5.4173 -2.7283
H 1.1652 -4.5261 -3.8045
H 1.9972 -6.6710 -0.7560
H 2.8236 -6.8882 1.5542
H 2.1752 -5.2232 3.2408
H -0.4260 -2.6605 2.5751
H 1.6440 -1.4115 2.1225
H 1.2175 -1.2073 3.8131
H 2.5177 -2.3081 3.3428
H -0.4491 -4.5997 4.1811
H 1.1379 -4.1226 4.7615
H -0.2302 -3.0507 5.0048
H 1.1687 0.9481 0.0684
H 3.5348 1.5828 -0.1798
H 4.6192 -2.4715 -0.7378
H 2.2850 -3.1370 -0.4784
H -0.2957 0.9648 -1.3231
H -2.1164 0.8420 -1.1283
C 1.1560 5.2917 -0.3496
C -0.1571 5.8885 -0.1412
C -0.9439 6.3933 -1.1916
C -2.0805 7.1259 -0.9300
C -2.4801 7.3761 0.3707
C -1.7459 6.8525 1.4170
C -0.6103 6.1181 1.1703
C 1.8420 4.4616 0.6114
C 3.2324 4.4797 0.3420
C 4.1179 3.8338 1.1988
C 3.6144 3.1372 2.2819
C 2.2438 3.0627 2.5172
C 1.3556 3.7179 1.6951
C 3.4319 5.2751 -0.8607
C 2.1590 5.7233 -1.2993
C 2.0747 6.5210 -2.4501
C 3.2221 6.8565 -3.1326
C 4.4680 6.4405 -2.6738
C 4.5835 5.6553 -1.5426
H -0.6673 6.1837 -2.2103
H -2.6524 7.5389 -1.7435
H -3.3493 7.9861 0.5695
H -2.0426 7.0545 2.4323
H -0.0082 5.7815 1.9959
H 5.1795 3.9104 1.0373
H 4.2912 2.6371 2.9536
H 1.8750 2.4979 3.3595
H 0.2953 3.6386 1.8615
H 1.1221 6.8624 -2.8090
H 3.1583 7.4557 -4.0280
H 5.3533 6.7339 -3.2123
H 5.5505 5.3649 -1.1711
*
```

Relative energy (zero: lowest compared OMol25 entry of this formula, charge and spin) (kcal per mole): 0.0
Total energy (a.u.): -2515.01228
LUMO energy (Eh): -0.2142
Gap between HOMO and LUMO (Ha): 0.083
E_HOMO (eV): -8.10

Atom charges from the Löwdin analysis, given in e for atoms 1 to 2:
1. C -0.05
2. C -0.37

---

5.
The following is a quantum chemistry calculation of the ion C10H12NO2 with charge -1 in a non-equilibrium geometry, from OMol25.

Structure (ORCA input):
```
! wB97M-V def2-TZVPD RIJCOSX def2/J DEFGRID3
* xyz -1 1
C -1.8329 0.6921 -1.7208
C -1.1183 -0.6522 -1.2794
C 0.2659 -0.6926 -1.7735
C -1.1492 -0.9162 0.2622
C -0.1176 -0.4580 1.0597
C 0.5327 0.8193 0.8769
C 1.5328 1.1878 1.7841
C 1.8719 0.4839 2.9213
C 1.2002 -0.7437 3.1434
C 0.2358 -1.2080 2.2561
N -2.1224 -1.7483 0.7451
O -3.0320 -2.0691 -0.1065
O -2.2288 -2.0997 1.9380
H -2.8365 0.2610 -1.9554
H -1.3193 1.1450 -2.6081
H -2.0438 1.4444 -0.9432
H -1.6573 -1.5430 -1.6800
H 0.9502 0.1159 -1.2887
H 0.6783 -1.6688 -1.3676
H 0.4972 -0.7570 -2.8587
H 0.2938 1.5082 0.0742
H 1.9226 2.2912 1.6687
H 2.7488 0.7956 3.5618
H 1.5814 -1.2862 3.9983
H -0.2761 -2.1054 2.5287
*
```

Relative energy (zero: lowest compared OMol25 entry of this formula, charge and spin) (kcal per mole): 48.1
Total energy (a.u.): -593.39252
LUMO energy (Eh): 0.1338
Gap between HOMO and LUMO (Ha): 0.243
E_HOMO (eV): -2.98
SMILES string: CC(C)C(c1ccccc1)=[N+]([O-])[O-]

Atom charges from the Löwdin analysis, given in e for atoms 1 to 2:
1. C -0.07
2. C -0.38

---

6.
The following is a quantum chemistry calculation of a structure of composition C28H45N7O4RuS2Si2 in a non-equilibrium geometry, from OMol25.

Structure (ORCA input):
```
! wB97M-V def2-TZVPD RIJCOSX def2/J DEFGRID3
* xyz 1 2
Ru -0.5028 -0.3504 0.6278
O -3.9509 1.2258 -1.9649
C -3.3618 1.0130 -3.1611
C -4.1719 1.1047 -4.2932
C -3.6326 0.9140 -5.5470
C -2.2752 0.6279 -5.7037
C -1.4755 0.5359 -4.5867
C -1.9955 0.7269 -3.2986
C -1.1148 0.5995 -2.1146
O -1.6474 0.6826 -0.9358
N 0.1698 0.4456 -2.3227
N 0.8850 0.3434 -1.1105
C 2.1406 0.4976 -1.3192
S 3.3583 0.3389 -0.0638
C 4.6746 1.1394 -1.0092
C 4.5074 0.6910 -2.4464
S 2.7669 0.8743 -2.9166
H -3.2491 1.0863 -1.2974
H -5.2215 1.3258 -4.1557
H -4.2737 0.9838 -6.4166
H -1.8586 0.4725 -6.6890
H -0.4236 0.3007 -4.6808
H 5.6215 0.8081 -0.5854
H 4.5926 2.2213 -0.9092
H 4.7899 -0.3552 -2.5568
H 5.1087 1.2939 -3.1257
N 0.9350 0.6707 1.8421
C 0.6210 2.0807 1.5354
C 1.3541 3.1083 2.4214
C 2.3207 4.0194 1.6535
C 1.6479 5.1998 0.9521
N 0.5280 4.7951 0.1045
C 0.6526 4.2335 -1.0877
N 1.8214 4.2268 -1.7454
N -0.4052 3.6393 -1.6375
C -0.9110 2.1927 1.5631
O -1.4604 3.2735 1.3570
O -1.5101 1.0777 1.7990
H 0.6836 0.4446 2.8008
H 1.9309 0.5055 1.7268
H 0.9315 2.2162 0.4973
H 1.9281 2.5551 3.1684
H 0.6313 3.7093 2.9784
H 2.8756 3.4149 0.9273
H 3.0610 4.4316 2.3424
H 2.3677 5.7846 0.3774
H 1.2344 5.8855 1.6910
H -0.3227 4.5098 0.6134
H 2.5727 4.8206 -1.4431
H 1.8666 3.8730 -2.6867
H -1.2175 3.4598 -1.0614
H -0.2900 3.0617 -2.4568
C 1.6090 -3.0965 -0.9088
Si -0.1040 -3.4547 -0.2723
C -0.1892 -5.2661 0.1627
C -1.3910 -3.0944 -1.5692
C -0.4904 -2.4855 1.3224
C -1.9362 -2.2802 1.5819
C -2.7763 -2.9599 2.4611
C -4.0846 -2.5297 2.5643
C -4.5116 -1.4110 1.8398
C -3.6158 -0.7578 1.0288
N -2.3705 -1.2263 0.8702
Si 0.6023 -2.6432 2.8552
C 0.6611 -4.3896 3.5120
C -0.1485 -1.5494 4.1808
C 2.3716 -2.1686 2.4755
H 1.7262 -3.5692 -1.8883
H 2.3744 -3.5027 -0.2433
H 1.8082 -2.0369 -1.0397
H -0.0890 -5.8706 -0.7437
H -1.1455 -5.5204 0.6261
H 0.6077 -5.5597 0.8450
H -1.0601 -3.4954 -2.5307
H -1.5866 -2.0294 -1.7019
H -2.3427 -3.5692 -1.3172
H -2.4027 -3.7968 3.0349
H -4.7761 -3.0470 3.2168
H -5.5269 -1.0496 1.9134
H -3.8844 0.1316 0.4806
H -0.3339 -4.7953 3.7079
H 1.2202 -4.4239 4.4521
H 1.1616 -5.0546 2.8083
H -0.9762 -2.0542 4.6826
H -0.5628 -0.6218 3.7772
H 0.5915 -1.3060 4.9486
H 2.9506 -3.0513 2.1948
H 2.8459 -1.7422 3.3650
H 2.4671 -1.4597 1.6569
*
```

Relative energy (zero: lowest compared OMol25 entry of this formula, charge and spin) (kcal per mole): 0.0
Expectation value of S²: 0.83
Total energy (a.u.): -3248.37805
LUMO energy (alpha / beta) (Eh): -0.1115 / -0.1047
Gap between HOMO and LUMO (alpha / beta) (Ha): 0.267 / 0.268
E_HOMO (alpha / beta) (eV): -10.29 / -10.13

Atom charges from the Löwdin analysis, given in e for atoms 1 to 2:
1. Ru 1.36
2. O 0.06

---

7.
The following is a quantum chemistry calculation of a cluster of 2 separate species, C4H10NO3 in total in a non-equilibrium geometry, from OMol25.

Structure (ORCA input):
```
! wB97M-V def2-TZVPD RIJCOSX def2/J DEFGRID3
* xyz -1 1
O 0.2943 -1.8789 -2.8171
C 0.7413 -1.1114 -2.0016
C 0.3090 -0.7947 -0.6469
C -1.0704 -0.1242 -0.5522
C -1.4818 -0.2893 1.0133
O -0.4158 -0.2503 1.8487
N 1.4111 0.2458 -0.4634
H 1.7997 -0.6689 -2.3005
H 0.6064 -1.6076 0.1456
H -1.7359 -0.6078 -1.1512
H -1.0928 0.8918 -0.8417
H -2.1892 0.5256 1.1607
H -1.7836 -1.3077 1.1868
H 1.6038 0.3131 0.5578
H 1.2399 1.2084 -0.6627
H 0.9293 2.4286 2.3321
H 0.0954 1.0760 1.6915
O 0.7393 1.9515 1.5010
*
```

Relative energy (zero: lowest compared OMol25 entry of this formula, charge and spin) (kcal per mole): 94.4
Total energy (a.u.): -438.83485
LUMO energy (Eh): 0.1478
Gap between HOMO and LUMO (Ha): 0.286
E_HOMO (eV): -3.75

Atom charges from the Löwdin analysis, given in e for atoms 1 to 2:
1. O 0.00
2. C -0.32